# 1
DFT (ωB97M-V/def2-TZVPD) results for C2H4N4 in the gas phase.

The total energy comes out at -297.5728 Ha. Its net charge is 0. The energy above the lowest of the compared OMol25 structures with the same formula, charge and spin comes out at 1.9463 eV. The highest occupied orbital energy is -8.2 eV. The SMILES is Nc1nc[nH]n1.

Geometry as XYZ:
```
10
Properties=species:S:1:pos:R:3:lowdin_charge:R:1
N 1.971 -0.053 -0.142 0.074
C 0.655 -0.315 -0.077 -0.543
N 0.083 0.934 0.097 0.052
C -1.188 0.703 0.173 -0.177
N -1.393 -0.611 0.050 -0.017
N -0.208 -1.307 -0.116 0.089
H 1.629 1.060 -0.019 0.167
H 2.672 -0.771 -0.338 0.095
H -1.951 1.455 0.312 0.125
H -2.269 -1.096 0.061 0.136
```

***

# 2
DFT (ωB97M-V/def2-TZVPD) results for C2H4N4 in the gas phase.

The total energy comes out at -297.5723 Ha. Its net charge is 0. The energy above the lowest of the compared OMol25 structures with the same formula, charge and spin comes out at 1.9591 eV. The highest occupied orbital energy is -9.7 eV. The SMILES is [H]/N=C1/CNN=N1.

Geometry as XYZ:
```
10
Properties=species:S:1:pos:R:3:lowdin_charge:R:1
H -0.910 0.355 2.553 0.053
N -1.102 -0.124 1.678 0.146
C -0.324 0.203 0.740 -0.432
C -0.389 -0.469 -0.604 -0.130
N 0.943 -0.153 -1.069 -0.041
N 1.469 0.849 -0.334 -0.012
N 0.815 1.082 0.717 0.043
H -0.588 -1.519 -0.401 0.118
H -1.169 -0.057 -1.256 0.125
H 1.235 -0.166 -2.035 0.129
```